(1)
Below is 7 unconnected molecules or ions with the total composition C24H47N7O8 in a non-equilibrium geometry, with properties calculated with ωB97M-V/def2-TZVPD.

E_LUMO = -1.58 eV
Charge = 0
Molar mass = 561.681 g/mol
ΔE to the lowest compared entry with this formula, charge and spin = 327.0 kcal per mole
Strongest force on any atom = 13.66 eV Å⁻¹
Kohn-Sham gap = 0.2660 hartree

Bonds (Å) are listed after each position.
Cartesian coordinates (Å):
1 C -0.94 -4.98 -2.71  C2 1.540, C6 1.382, H10 1.217
2 C -1.81 -4.34 -1.61  C1 1.540, C3 1.534, H11 0.959
3 C -2.89 -3.33 -2.01  C2 1.534, C4 1.566, H12 1.038
4 C -2.95 -2.80 -3.48  C3 1.566, C5 1.574, N7 1.488
5 C -2.04 -3.52 -4.54  C4 1.574, C6 1.561, H13 1.064
6 C -1.08 -4.65 -4.05  C1 1.382, C5 1.561, H14 1.076
7 N -3.88 -1.73 -3.94  C4 1.488, O8 1.321, O9 1.207
8 O -4.74 -1.39 -3.01  N7 1.321
9 O -3.71 -1.21 -5.02  N7 1.207
10 H -0.17 -5.89 -2.47  C1 1.217
11 H -1.48 -4.42 -0.72  C2 0.959
12 H -3.49 -2.82 -1.32  C3 1.038
13 H -1.95 -3.25 -5.57  C5 1.064
14 H -0.44 -5.15 -4.75  C6 1.076
15 C 0.13 2.68 -2.43  O16 1.272, N17 1.289, H20 1.064
16 O 0.67 3.50 -1.61  C15 1.272
17 N -0.93 2.06 -2.05  C15 1.289, C18 1.540, C19 1.544
18 C -1.51 0.81 -2.74  N17 1.540, H21 1.111, H22 1.136, H23 1.166
19 C -1.73 2.50 -0.81  N17 1.544, H24 1.024, H25 1.067, H26 1.138
20 H 0.61 2.53 -3.37  C15 1.064
21 H -1.67 0.93 -3.84  C18 1.111
22 H -2.56 0.65 -2.32  C18 1.136
23 H -0.75 -0.07 -2.79  C18 1.166
24 H -1.04 2.32 -0.08  C19 1.024
25 H -2.56 1.87 -0.55  C19 1.067
26 H -2.06 3.59 -0.82  C19 1.138
27 C 2.53 -1.22 0.60  O28 1.274, N29 1.282, H32 1.056
28 O 3.13 -2.29 0.24  C27 1.274
29 N 1.29 -1.21 0.89  C27 1.282, C30 1.435, C31 1.483
30 C 0.45 -0.04 0.88  N29 1.435, H33 1.179, H34 0.943, H35 1.048
31 C 0.46 -2.43 1.10  N29 1.483, H36 1.026, H37 1.146, H38 1.009
32 H 2.86 -0.23 0.41  C27 1.056
33 H -0.32 -0.13 -0.01  C30 1.179
34 H 1.02 0.70 0.90  C30 0.943
35 H -0.12 0.09 1.75  C30 1.048
36 H -0.45 -2.40 0.62  C31 1.026
37 H 0.34 -2.63 2.22  C31 1.146
38 H 1.03 -3.12 0.64  C31 1.009
39 C -3.51 -1.07 1.05  O40 1.259, N41 1.418, H44 1.018
40 O -2.83 -2.00 1.55  C39 1.259
41 N -4.92 -0.93 1.11  C39 1.418, C42 1.468, C43 1.404
42 C -5.52 0.13 0.30  N41 1.468, H45 1.240, H46 1.077, H47 0.971
43 C -5.71 -1.72 1.97  N41 1.404, H48 1.130, H49 1.157, H50 1.139
44 H -3.13 -0.35 0.43  C39 1.018
45 H -6.70 0.29 0.65  C42 1.240
46 H -5.38 -0.14 -0.73  C42 1.077
47 H -5.13 0.98 0.53  C42 0.971
48 H -5.46 -1.57 3.06  C43 1.130
49 H -5.36 -2.80 1.77  C43 1.157
50 H -6.85 -1.69 1.88  C43 1.139
51 C 7.78 -2.20 -2.46  O52 1.312, N53 1.372, H56 0.944
52 O 8.91 -2.44 -3.10  C51 1.312
53 N 6.79 -3.14 -2.58  C51 1.372, C54 1.460, C55 1.407
54 C 5.57 -2.71 -1.90  N53 1.460, H57 1.199, H58 1.110, H59 1.264
55 C 6.96 -4.35 -3.29  N53 1.407, H60 1.060, H61 1.190, H62 1.058
56 H 7.65 -1.54 -1.80  C51 0.944
57 H 4.95 -1.77 -2.32  C54 1.199
58 H 5.54 -2.51 -0.81  C54 1.110
59 H 4.62 -3.49 -2.21  C54 1.264
60 H 7.60 -5.11 -2.92  C55 1.060
61 H 7.44 -4.23 -4.37  C55 1.190
62 H 6.06 -4.88 -3.43  C55 1.058
63 C 4.36 3.07 3.53  O64 1.338, N65 1.359, H68 1.084
64 O 4.19 3.34 4.83  C63 1.338
65 N 3.30 3.46 2.78  C63 1.359, C66 1.390, C67 1.513
66 C 3.08 2.98 1.49  N65 1.390, H69 1.152, H70 0.982, H71 1.038
67 C 2.05 4.06 3.39  N65 1.513, H72 1.158, H73 1.164, H74 1.143
68 H 5.14 2.38 3.22  C63 1.084
69 H 4.10 3.15 0.99  C66 1.152
70 H 2.42 3.56 1.06  C66 0.982
71 H 2.74 2.02 1.70  C66 1.038
72 H 1.07 3.85 2.79  C67 1.158
73 H 2.23 5.20 3.52  C67 1.164
74 H 1.89 3.85 4.50  C67 1.143
75 C -1.77 2.57 3.49  O76 1.266, N77 1.310, H80 1.129
76 O -1.90 1.94 2.40  C75 1.266
77 N -1.87 3.88 3.46  C75 1.310, C78 1.446, C79 1.486
78 C -1.51 4.60 4.66  N77 1.446, H81 1.195, H82 1.288, H83 1.138
79 C -2.45 4.70 2.36  N77 1.486, H84 0.907, H85 0.937, H86 1.110
80 H -1.53 2.18 4.52  C75 1.129
81 H -1.17 3.96 5.61  C78 1.195
82 H -2.59 5.24 4.90  C78 1.288
83 H -0.77 5.44 4.44  C78 1.138
84 H -3.23 5.05 2.66  C79 0.907
85 H -2.67 4.27 1.56  C79 0.937
86 H -1.73 5.50 2.09  C79 1.110

(2)
Below is 9 unconnected molecules or ions with the total composition C32H64Br2O14 in a non-equilibrium geometry, with properties calculated with ωB97M-V/def2-TZVPD.

E_LUMO = 0.41 eV
Charge = 0
Molar mass = 832.658 g/mol
ΔE to the lowest compared entry with this formula, charge and spin = 99.0 kcal per mole
Strongest force on any atom = 4.09 eV Å⁻¹
Kohn-Sham gap = 0.3587 hartree

Bonds (Å) are listed after each position.
Cartesian coordinates (Å):
1 C 6.70 -0.03 -0.70  C2 1.576, H5 1.090, H6 1.090, H7 1.090
2 C 5.97 0.72 0.49  C1 1.576, O3 1.241, C4 1.518
3 O 6.47 1.70 1.06  C2 1.241
4 C 4.70 0.08 1.00  C2 1.518, H8 1.090, H9 1.090, H10 1.090
5 H 7.53 0.51 -1.15  C1 1.090
6 H 5.96 0.09 -1.49  C1 1.090
7 H 7.04 -1.03 -0.45  C1 1.090
8 H 4.43 -0.94 0.71  C4 1.090
9 H 3.85 0.60 0.55  C4 1.090
10 H 4.56 0.15 2.08  C4 1.090
11 C 1.61 3.42 0.33  C12 1.520, H15 1.090, H16 1.090, H17 1.090
12 C 0.88 4.56 -0.35  C11 1.520, O13 1.236, C14 1.590
13 O 0.17 5.37 0.26  C12 1.236
14 C 0.94 4.48 -1.94  C12 1.590, H18 1.090, H19 1.090, H20 1.090
15 H 1.31 2.44 -0.05  C11 1.090
16 H 1.47 3.50 1.40  C11 1.090
17 H 2.68 3.56 0.15  C11 1.090
18 H 1.95 4.74 -2.25  C14 1.090
19 H 0.18 5.18 -2.30  C14 1.090
20 H 0.67 3.46 -2.23  C14 1.090
21 O 3.05 -3.46 -0.71  C22 1.226
22 C 2.80 -4.25 0.19  O21 1.226, O23 1.337, C26 1.530
23 O 2.07 -5.38 0.21  C22 1.337, C24 1.398
24 C 1.58 -5.77 -1.04  O23 1.398, C25 1.571, H27 1.090, H28 1.090
25 C 0.39 -6.73 -0.70  C24 1.571, H29 1.090, H30 1.090, H31 1.090
26 C 3.27 -3.93 1.61  C22 1.530, H32 1.090, H33 1.090, H34 1.090
27 H 2.20 -6.11 -1.87  C24 1.090
28 H 1.14 -4.90 -1.53  C24 1.090
29 H 0.65 -7.79 -0.78  C25 1.090
30 H -0.47 -6.43 -1.29  C25 1.090
31 H -0.01 -6.57 0.30  C25 1.090
32 H 3.97 -4.69 1.97  C26 1.090
33 H 2.41 -3.77 2.26  C26 1.090
34 H 3.94 -3.07 1.55  C26 1.090
35 O -2.70 2.14 -3.24  C36 1.184
36 C -2.69 1.16 -3.92  O35 1.184, O37 1.302, C40 1.467
37 O -2.12 1.06 -5.09  C36 1.302, C38 1.423
38 C -1.46 2.18 -5.66  O37 1.423, C39 1.503, H41 1.090, H42 1.090
39 C -2.38 2.73 -6.72  C38 1.503, H43 1.090, H44 1.090, H45 1.090
40 C -3.17 -0.12 -3.39  C36 1.467, H46 1.090, H47 1.090, H48 1.090
41 H -0.63 1.75 -6.22  C38 1.090
42 H -1.08 2.92 -4.96  C38 1.090
43 H -2.52 3.80 -6.84  C39 1.090
44 H -3.42 2.39 -6.64  C39 1.090
45 H -2.16 2.07 -7.56  C39 1.090
46 H -4.18 -0.39 -3.70  C40 1.090
47 H -3.13 -0.25 -2.31  C40 1.090
48 H -2.44 -0.85 -3.72  C40 1.090
49 O -0.33 3.33 6.23  C50 1.223
50 C -0.75 2.24 5.86  O49 1.223, O51 1.343, C54 1.486
51 O -0.81 1.09 6.55  C50 1.343, C52 1.401
52 C -0.47 0.98 7.90  O51 1.401, C53 1.510, H55 1.090, H56 1.090
53 C 0.63 -0.05 7.99  C52 1.510, H57 1.090, H58 1.090, H59 1.090
54 C -1.22 1.84 4.51  C50 1.486, H60 1.090, H61 1.090, H62 1.090
55 H -1.30 0.66 8.53  C52 1.090
56 H -0.20 1.92 8.39  C52 1.090
57 H 1.01 -0.38 8.96  C53 1.090
58 H 1.47 0.17 7.34  C53 1.090
59 H 0.07 -0.91 7.65  C53 1.090
60 H -0.70 0.92 4.25  C54 1.090
61 H -1.04 2.72 3.89  C54 1.090
62 H -2.29 1.66 4.65  C54 1.090
63 O -0.68 -4.81 2.35  C64 1.250
64 C -1.05 -3.63 2.55  O63 1.250, O65 1.420, C68 1.476
65 O -2.16 -2.98 1.94  C64 1.420, C66 1.473
66 C -2.93 -3.60 0.86  O65 1.473, C67 1.542, H69 1.090, H70 1.090
67 C -3.83 -4.83 1.12  C66 1.542, H71 1.090, H72 1.090, H73 1.090
68 C -0.38 -2.90 3.65  C64 1.476, H74 1.090, H75 1.090, H76 1.090
69 H -2.39 -3.87 -0.05  C66 1.090
70 H -3.55 -2.77 0.52  C66 1.090
71 H -4.29 -5.22 0.21  C67 1.090
72 H -4.64 -4.49 1.77  C67 1.090
73 H -3.29 -5.62 1.63  C67 1.090
74 H -0.92 -3.21 4.54  C68 1.090
75 H -0.55 -1.84 3.53  C68 1.090
76 H 0.65 -3.23 3.70  C68 1.090
77 O -3.15 0.71 1.12  C78 1.248
78 C -4.12 1.40 1.46  O77 1.248, O79 1.327, C82 1.520
79 O -4.51 2.54 0.88  C78 1.327, C80 1.452
80 C -3.72 3.27 -0.09  O79 1.452, C81 1.551, H83 1.090, H84 1.090
81 C -4.46 4.60 -0.34  C80 1.551, H85 1.090, H86 1.090, H87 1.090
82 C -5.23 0.90 2.38  C78 1.520, H88 1.090, H89 1.090, H90 1.090
83 H -3.53 2.59 -0.92  C80 1.090
84 H -2.65 3.43 0.09  C80 1.090
85 H -5.53 4.52 -0.52  C81 1.090
86 H -4.09 5.06 -1.26  C81 1.090
87 H -4.45 5.25 0.53  C81 1.090
88 H -5.30 1.57 3.24  C82 1.090
89 H -5.12 -0.15 2.63  C82 1.090
90 H -6.21 0.95 1.91  C82 1.090
91 O 2.21 0.76 -2.39  C92 1.255
92 C 1.94 0.35 -3.54  O91 1.255, O93 1.287, C96 1.552
93 O 1.87 1.07 -4.61  C92 1.287, C94 1.417
94 C 2.37 2.40 -4.62  O93 1.417, C95 1.566, H97 1.090, H98 1.090
95 C 3.93 2.39 -4.60  C94 1.566, H99 1.090, H100 1.090, H101 1.090
96 C 1.32 -1.04 -3.83  C92 1.552, H102 1.090, H103 1.090, H104 1.090
97 H 2.05 3.04 -3.80  C94 1.090
98 H 2.06 2.94 -5.52  C94 1.090
99 H 4.44 2.13 -3.67  C95 1.090
100 H 4.39 3.37 -4.73  C95 1.090
101 H 4.37 1.86 -5.44  C95 1.090
102 H 1.68 -1.76 -4.57  C96 1.090
103 H 0.26 -0.82 -4.00  C96 1.090
104 H 1.30 -1.62 -2.91  C96 1.090
105 Br -0.55 -2.25 -1.23  C106 1.941
106 C -0.31 -0.47 -0.48  Br105 1.941, C107 1.556, H109 1.090, H110 1.090
107 C 0.76 -0.73 0.62  C106 1.556, Br108 2.007, H111 1.090, H112 1.090
108 Br 0.88 0.69 2.03  C107 2.007
109 H -1.25 -0.09 -0.09  C106 1.090
110 H -0.03 0.31 -1.20  C106 1.090
111 H 1.68 -0.89 0.06  C107 1.090
112 H 0.64 -1.74 1.03  C107 1.090

(3)
Below is 4 unconnected molecules or ions with the total composition C44H68F5N4O2P2 in a non-equilibrium geometry, with properties calculated with ωB97M-V/def2-TZVPD.

E_LUMO = -3.38 eV
Charge = +1
Molar mass = 841.992 g/mol
Strongest force on any atom = 2.23 eV Å⁻¹
Kohn-Sham gap = 0.2609 hartree

Bonds (Å) are listed after each position.
Cartesian coordinates (Å):
1 C -8.48 0.67 2.70  C2 1.535, H40 1.087, H41 1.084, H42 1.086
2 C -7.96 1.98 2.10  C1 1.535, C3 1.530, H43 1.089, H44 1.086
3 C -8.86 2.49 0.97  C2 1.530, C4 1.531, H45 1.090, H46 1.090
4 C -9.08 1.49 -0.16  C3 1.531, C5 1.541, H47 1.087, H48 1.087
5 C -7.79 1.16 -0.93  C4 1.541, C6 1.528, H49 1.088, H50 1.087
6 C -7.71 -0.32 -1.32  C5 1.528, C7 1.549, H51 1.089, H52 1.088
7 C -6.51 -0.62 -2.25  C6 1.549, C8 1.549, H53 1.086, H54 1.085
8 C -5.28 -1.16 -1.48  C7 1.549, C9 1.531, H55 1.087, H56 1.086
9 C -4.16 -0.12 -1.39  C8 1.531, C10 1.536, H57 1.090, H58 1.088
10 C -2.85 -0.74 -0.88  C9 1.536, C11 1.542, H59 1.089, H60 1.089
11 C -1.69 0.29 -0.93  C10 1.542, C12 1.548, H61 1.087, H62 1.089
12 C -0.94 0.47 0.41  C11 1.548, C13 1.534, H63 1.087, H64 1.081
13 C 0.44 -0.21 0.42  C12 1.534, C14 1.523, H65 1.089, H66 1.088
14 C 1.64 0.46 1.06  C13 1.523, C15 1.541, N32 1.500, H67 1.093
15 C 1.68 0.62 2.59  C14 1.541, C16 1.528, C19 1.551, H68 1.091
16 C 0.38 0.94 3.34  C15 1.528, C17 1.545, H69 1.083, H70 1.088
17 C -0.36 -0.34 3.79  C16 1.545, C18 1.526, H71 1.088, H72 1.086
18 C -1.80 0.01 4.17  C17 1.526, H73 1.085, H74 1.089, H75 1.087
19 C 2.87 1.52 2.99  C15 1.551, P20 1.884, N23 1.500, H76 1.090
20 P 2.47 3.22 3.71  C19 1.884, C21 1.844, O22 1.660
21 C 4.21 3.84 3.82  P20 1.844, H77 1.086, H78 1.084, H79 1.089
22 O 2.18 2.83 5.29  P20 1.660, H80 0.960
23 N 3.97 1.56 1.98  C19 1.500, C24 1.500, C27 1.375
24 C 4.86 0.38 2.27  N23 1.500, C25 1.516, H81 1.088, H82 1.091
25 C 5.91 -0.07 1.27  C24 1.516, N26 1.271, H83 1.086
26 N 7.07 -0.49 1.59  C25 1.271, H84 1.024
27 C 3.54 1.70 0.68  N23 1.375, N28 1.304, N32 1.397
28 N 4.42 1.81 -0.28  C27 1.304, P29 1.820, H85 1.013
29 P 4.31 1.61 -2.09  N28 1.820, C30 1.829, O31 1.609
30 C 5.21 3.11 -2.64  P29 1.829, H86 1.086, H87 1.085, H88 1.087
31 O 2.80 1.87 -2.58  P29 1.609, H89 0.963
32 N 2.19 1.65 0.32  C14 1.500, C27 1.397, C33 1.421
33 C 1.41 2.83 0.20  N32 1.421, F34 1.359, F35 1.371, C36 1.567
34 F 0.60 3.06 1.26  C33 1.359
35 F 0.57 2.66 -0.87  C33 1.371
36 C 2.15 4.19 -0.06  C33 1.567, F37 1.339, F38 1.342, F39 1.348
37 F 2.76 4.64 1.04  C36 1.339
38 F 3.06 4.10 -1.04  C36 1.342
39 F 1.21 5.08 -0.44  C36 1.348
40 H -8.09 -0.18 2.15  C1 1.087
41 H -8.18 0.57 3.74  C1 1.084
42 H -9.57 0.65 2.62  C1 1.086
43 H -7.97 2.74 2.88  C2 1.089
44 H -6.94 1.86 1.74  C2 1.086
45 H -9.83 2.74 1.40  C3 1.090
46 H -8.43 3.40 0.54  C3 1.090
47 H -9.79 1.91 -0.86  C4 1.087
48 H -9.48 0.56 0.23  C4 1.087
49 H -6.91 1.37 -0.33  C5 1.088
50 H -7.76 1.75 -1.84  C5 1.087
51 H -8.63 -0.61 -1.83  C6 1.089
52 H -7.64 -0.93 -0.42  C6 1.088
53 H -6.24 0.32 -2.73  C7 1.086
54 H -6.80 -1.34 -3.00  C7 1.085
55 H -4.89 -2.03 -2.00  C8 1.087
56 H -5.56 -1.41 -0.46  C8 1.086
57 H -4.45 0.67 -0.70  C9 1.090
58 H -3.95 0.31 -2.37  C9 1.088
59 H -2.64 -1.59 -1.53  C10 1.089
60 H -2.99 -1.13 0.12  C10 1.089
61 H -2.10 1.25 -1.23  C11 1.087
62 H -1.01 -0.01 -1.72  C11 1.089
63 H -1.56 -0.01 1.16  C12 1.087
64 H -0.95 1.52 0.65  C12 1.081
65 H 0.72 -0.44 -0.61  C13 1.089
66 H 0.35 -1.18 0.89  C13 1.088
67 H 2.43 -0.27 0.88  C14 1.093
68 H 1.94 -0.39 2.93  C15 1.091
69 H -0.33 1.54 2.78  C16 1.083
70 H 0.58 1.48 4.26  C16 1.088
71 H 0.14 -0.70 4.69  C17 1.088
72 H -0.36 -1.10 3.01  C17 1.086
73 H -2.41 -0.87 4.33  C18 1.085
74 H -2.27 0.60 3.39  C18 1.089
75 H -1.81 0.62 5.07  C18 1.087
76 H 3.30 1.04 3.87  C19 1.090
77 H 4.33 4.40 4.75  C21 1.086
78 H 4.43 4.50 3.00  C21 1.084
79 H 4.93 3.03 3.81  C21 1.089
80 H 2.59 3.51 5.84  O22 0.960
81 H 5.41 0.64 3.17  C24 1.088
82 H 4.28 -0.50 2.53  C24 1.091
83 H 5.67 -0.13 0.21  C25 1.086
84 H 7.21 -0.41 2.60  N26 1.024
85 H 5.38 1.93 0.02  N28 1.013
86 H 6.00 3.35 -1.93  C30 1.086
87 H 4.56 3.95 -2.84  C30 1.085
88 H 5.69 2.79 -3.56  C30 1.087
89 H 2.70 2.70 -3.07  O31 0.963
90 C -9.24 -1.97 5.42  C91 1.388, C95 1.388, H96 1.082
91 C -8.21 -2.50 6.17  C90 1.388, C92 1.388, H97 1.082
92 C -7.58 -3.67 5.76  C91 1.388, C93 1.388, H98 1.082
93 C -7.97 -4.29 4.59  C92 1.388, C94 1.388, H99 1.082
94 C -9.00 -3.76 3.83  C93 1.388, C95 1.388, H100 1.082
95 C -9.64 -2.60 4.24  C90 1.388, C94 1.388, H101 1.082
96 H -9.74 -1.06 5.74  C90 1.082
97 H -7.90 -2.01 7.09  C91 1.082
98 H -6.78 -4.09 6.36  C92 1.082
99 H -7.48 -5.20 4.27  C93 1.082
100 H -9.31 -4.24 2.91  C94 1.082
101 H -10.45 -2.18 3.65  C95 1.082
102 C 7.84 -0.28 -4.07  C103 1.388, C107 1.387, H108 1.084
103 C 8.35 0.97 -3.72  C102 1.388, C104 1.388, H109 1.084
104 C 9.38 1.53 -4.46  C103 1.388, C105 1.388, H110 1.082
105 C 9.90 0.85 -5.55  C104 1.388, C106 1.388, H111 1.082
106 C 9.39 -0.39 -5.90  C105 1.388, C107 1.388, H112 1.082
107 C 8.36 -0.96 -5.16  C102 1.387, C106 1.388, H113 1.082
108 H 7.03 -0.72 -3.50  C102 1.084
109 H 7.94 1.50 -2.87  C103 1.084
110 H 9.79 2.49 -4.18  C104 1.082
111 H 10.71 1.29 -6.13  C105 1.082
112 H 9.79 -0.92 -6.76  C106 1.082
113 H 7.97 -1.93 -5.44  C107 1.082
114 C 6.50 -4.34 -6.09  C115 1.389, C119 1.388, H120 1.083
115 C 7.44 -4.91 -5.24  C114 1.389, C116 1.388, H121 1.083
116 C 8.05 -6.11 -5.58  C115 1.388, C117 1.388, H122 1.082
117 C 7.72 -6.74 -6.76  C116 1.388, C118 1.388, H123 1.082
118 C 6.78 -6.18 -7.62  C117 1.388, C119 1.387, H124 1.082
119 C 6.17 -4.98 -7.28  C114 1.388, C118 1.387, H125 1.082
120 H 6.02 -3.40 -5.83  C114 1.083
121 H 7.70 -4.41 -4.31  C115 1.083
122 H 8.78 -6.55 -4.91  C116 1.082
123 H 8.19 -7.68 -7.03  C117 1.082
124 H 6.52 -6.67 -8.54  C118 1.082
125 H 5.43 -4.54 -7.94  C119 1.082